(1)
Density functional theory data (ωB97M-V/def2-TZVPD) for the molecule C2H5N3 at a distorted geometry.

Each line ends with the natural charge from an NBO analysis.
Element x y z (Å)
C1 1.85 0.13 0.13  -0.18
C2 -1.53 -0.03 -0.34  0.26
H1 2.64 0.57 0.68  0.19
H2 2.09 -0.42 -0.80  0.16
H3 0.39 -0.98 -0.81  0.37
H4 -2.10 -0.58 -1.15  0.17
H5 -1.58 0.84 1.30  0.35
N1 0.58 0.16 0.74  -0.18
N2 -0.21 -0.50 -0.16  -0.48
N3 -2.13 0.81 0.41  -0.67

Values from the calculation:
Highest occupied orbital energy: -0.323 hartree
Charge: 0
DFT total energy: -243.36867 Eh
SMILES: [H]/N=C\NN=C
Frontier orbital gap: 8.994 eV
Energy relative to the best compared isomer or geometry (same formula, charge and spin): 244.93 kJ/mol
F_max: 7.532 eV/A

---

(2)
Density functional theory data (ωB97M-V/def2-TZVPD) for a cluster of 13 separate species, CH25O15 in total at a distorted geometry.

Each line ends with the natural charge from an NBO analysis.
Element x y z (Å)
C1 -0.22 0.40 0.19  1.00
O1 0.74 1.13 -0.09  -0.85
O2 -0.09 -0.94 0.06  -0.74
O3 -1.21 0.87 0.70  -0.79
H1 0.84 -1.06 -0.22  0.53
O4 -2.87 2.85 0.26  -0.97
H2 -2.03 2.47 0.28  0.49
H3 -3.22 2.78 1.19  0.47
O5 -0.18 2.91 2.27  -0.96
H4 -0.27 3.62 1.60  0.47
H5 -0.25 2.14 1.72  0.48
O6 -2.59 -1.03 -1.44  -0.96
H6 -2.45 -1.15 -0.54  0.49
H7 -2.32 -0.12 -1.61  0.46
O7 -3.02 -0.53 1.54  -0.98
H8 -2.44 0.21 1.32  0.48
H9 -3.79 -0.28 1.05  0.46
O8 1.57 -4.15 -0.96  -0.99
H10 0.67 -4.08 -0.64  0.48
H11 2.05 -3.32 -0.98  0.49
O9 2.41 -1.68 -1.26  -1.00
H12 1.71 -1.70 -1.91  0.52
H13 2.94 -0.90 -1.34  0.50
O10 -0.62 -3.26 1.25  -0.99
H14 -0.55 -2.52 0.65  0.48
H15 -0.87 -2.86 2.06  0.49
O11 3.09 1.21 1.31  -0.96
H16 3.03 1.88 1.94  0.46
H17 2.19 1.08 1.00  0.48
O12 0.24 -1.62 -2.92  -0.96
H18 -0.20 -0.93 -3.39  0.49
H19 -0.49 -2.20 -2.61  0.50
O13 1.41 1.29 -2.72  -0.97
H20 2.19 1.60 -2.27  0.47
H21 0.90 1.02 -1.95  0.48
O14 1.85 3.37 -0.60  -0.98
H22 1.76 3.57 -1.54  0.45
H23 1.31 2.55 -0.51  0.49
O15 -0.64 -1.10 3.25  -0.94
H24 0.28 -1.23 3.09  0.47
H25 -0.86 -0.32 2.76  0.48

Values from the calculation:
Highest occupied orbital energy: -0.287 hartree
Charge: -1
DFT total energy: -1181.84048 Eh
Frontier orbital gap: 10.464 eV
Energy relative to the best compared isomer or geometry (same formula, charge and spin): 141.76 kJ/mol
F_max: 3.467 eV/A

---

(3)
Density functional theory data (ωB97M-V/def2-TZVPD) for a cluster of 11 separate species, CH23O11 in total at a distorted geometry.

Each line ends with the natural charge from an NBO analysis.
Element x y z (Å)
C1 -1.40 0.20 -0.33  -0.23
O1 -0.27 -0.24 0.36  -1.03
H1 -2.06 -0.62 -0.59  0.10
H2 -1.97 0.93 0.25  0.08
H3 -1.07 0.82 -1.16  0.09
O2 3.35 1.70 -1.13  -0.96
H4 2.56 1.15 -1.10  0.49
H5 3.51 1.95 -0.22  0.46
O3 4.24 -3.12 -1.47  -0.94
H6 3.82 -2.63 -0.76  0.48
H7 3.72 -3.92 -1.54  0.46
O4 -7.19 -1.97 -2.12  -0.93
H8 -6.59 -1.48 -2.68  0.47
H9 -7.10 -2.87 -2.40  0.46
O5 -3.86 4.56 -0.06  -0.95
H10 -3.12 4.02 -0.36  0.48
H11 -4.32 4.01 0.57  0.47
O6 4.14 -1.29 2.70  -0.94
H12 4.63 -0.46 2.70  0.46
H13 3.24 -1.04 2.52  0.48
O7 -1.25 -5.23 1.87  -0.94
H14 -1.05 -5.89 1.20  0.46
H15 -0.69 -4.49 1.65  0.48
O8 1.41 2.75 3.57  -0.95
H16 0.63 3.30 3.45  0.47
H17 1.37 2.11 2.86  0.48
O9 0.10 -1.98 -4.42  -0.95
H18 -0.68 -1.45 -4.55  0.47
H19 0.21 -2.02 -3.47  0.48
O10 -0.53 -0.77 4.70  -0.95
H20 -0.49 -0.60 3.76  0.49
H21 0.20 -0.27 5.07  0.46
O11 1.85 5.17 -2.92  -0.94
H22 2.02 4.33 -2.50  0.48
H23 2.63 5.33 -3.45  0.46

Values from the calculation:
Highest occupied orbital energy: -0.116 hartree
Charge: -1
DFT total energy: -879.48929 Eh
Frontier orbital gap: 5.637 eV
Energy relative to the best compared isomer or geometry (same formula, charge and spin): 334.33 kJ/mol
F_max: 2.450 eV/A

---

(4)
Density functional theory data (ωB97M-V/def2-TZVPD) for a cluster of 2 separate species, C2H5FIN in total at a distorted geometry.

Each line ends with the natural charge from an NBO analysis.
Element x y z (Å)
C1 0.05 0.58 0.20  -0.73
C2 0.07 -0.77 -0.28  -0.17
N1 -2.39 -1.25 -0.64  -0.28
F1 -2.42 -2.37 0.31  -0.30
I1 -3.38 0.31 -0.03  0.36
H1 0.02 0.86 1.27  0.24
H2 0.90 1.05 -0.42  0.25
H3 -0.83 1.19 -0.32  0.24
H4 0.31 -1.07 -1.27  0.19
H5 0.33 -1.56 0.54  0.20

Values from the calculation:
Highest occupied orbital energy (alpha / beta): -0.329 / -0.296 hartree
Charge: 0
DFT total energy: -531.28715 Eh
Frontier orbital gap (alpha / beta): 8.906 / 7.195 eV
Energy relative to the best compared isomer or geometry (same formula, charge and spin): 577.40 kJ/mol
F_max: 4.557 eV/A

---

(5)
Density functional theory data (ωB97M-V/def2-TZVPD) for a cluster of 2 separate species, C3H5NO2 in total.

Each line ends with the natural charge from an NBO analysis.
Element x y z (Å)
C1 1.21 2.78 -1.04  0.14
C2 0.01 -1.47 0.81  0.13
C3 -0.50 -1.89 -0.33  -0.54
O1 -0.28 -0.35 1.51  -0.26
O2 -1.31 0.43 0.93  -0.46
N1 0.37 2.19 -0.56  -0.36
H1 -0.83 1.11 0.41  0.49
H2 1.99 3.34 -1.48  0.24
H3 0.78 -2.00 1.36  0.19
H4 -1.27 -1.33 -0.84  0.22
H5 -0.17 -2.80 -0.78  0.21

Values from the calculation:
Highest occupied orbital energy: -0.323 hartree
Charge: 0
DFT total energy: -322.39539 Eh
SMILES: C=COO.C#N
Frontier orbital gap: 9.552 eV
Energy relative to the best compared isomer or geometry (same formula, charge and spin): 469.82 kJ/mol
F_max: 0.710 eV/A

---

(6)
Density functional theory data (ωB97M-V/def2-TZVPD) for a cluster of 2 separate species, C6H8N2O2 in total at a distorted geometry.

Each line ends with the natural charge from an NBO analysis.
Element x y z (Å)
C1 -3.47 -0.65 0.46  0.27
C2 -2.21 1.46 0.44  0.52
C3 0.42 -1.44 0.64  -0.68
C4 1.60 -0.27 -1.27  -0.50
C5 -2.63 0.31 0.00  -0.56
C6 1.06 -0.28 -0.01  0.29
N1 -3.99 -1.47 1.07  -0.30
N2 -2.07 2.64 0.61  -0.58
O1 0.99 2.14 0.11  -0.42
O2 1.04 0.85 0.73  -0.28
H1 0.97 -2.33 1.07  0.24
H2 -0.35 -1.88 0.09  0.24
H3 -0.04 -1.11 1.59  0.24
H4 1.78 -1.12 -1.86  0.20
H5 2.11 0.57 -1.75  0.21
H6 -1.46 2.87 1.38  0.38
H7 -2.13 0.03 -0.86  0.28
H8 0.91 2.69 0.85  0.46

Values from the calculation:
Highest occupied orbital energy: -0.330 hartree
Charge: 0
DFT total energy: -493.18676 Eh
SMILES: C=C(C)OO.N#CC=C=N
Frontier orbital gap: 9.315 eV
Energy relative to the best compared isomer or geometry (same formula, charge and spin): 682.92 kJ/mol
F_max: 5.002 eV/A

---

(7)
Density functional theory data (ωB97M-V/def2-TZVPD) for a structure of composition C11H36AgN12O11 at a distorted geometry.

Each line ends with the Löwdin charge.
Element x y z (Å)
Ag1 3.27 0.35 0.46  0.94
C1 0.69 -0.43 0.14  -0.88
O1 1.61 -1.16 0.57  0.01
O2 -0.51 -0.82 0.09  -0.01
O3 1.00 0.77 -0.11  0.02
C2 -4.88 -0.61 -1.83  -0.08
C3 -3.78 -1.09 -0.90  -0.33
O4 -2.57 -1.42 -1.58  -0.10
H1 -4.42 0.19 -2.42  0.06
H2 -5.72 -0.22 -1.27  0.08
H3 -5.26 -1.29 -2.59  0.08
H4 -3.98 -1.99 -0.32  0.11
H5 -3.68 -0.33 -0.12  0.09
H6 -1.83 -1.11 -1.03  0.01
C4 0.49 -0.31 -4.98  -0.07
C5 0.79 -0.94 -3.61  -0.31
O5 2.19 -1.28 -3.55  -0.09
H7 0.42 -1.04 -5.79  0.07
H8 1.29 0.38 -5.23  0.07
H9 -0.42 0.30 -4.93  0.07
H10 0.17 -1.82 -3.41  0.10
H11 0.55 -0.23 -2.81  0.07
H12 2.22 -2.17 -3.18  0.06
C6 -1.97 2.00 2.38  -0.68
O6 -2.62 2.49 3.29  0.03
N1 -2.06 0.71 1.94  0.16
N2 -1.08 2.71 1.63  0.16
H13 -2.78 0.10 2.28  0.10
H14 -1.44 0.40 1.19  0.04
H15 -0.96 3.68 1.85  0.10
H16 -0.46 2.24 1.00  0.05
C7 2.34 0.85 3.57  -0.65
O7 3.19 0.39 2.79  -0.06
N3 1.06 0.45 3.48  0.20
N4 2.59 1.82 4.47  0.18
H17 0.36 0.61 4.20  0.12
H18 0.78 -0.03 2.65  0.08
H19 3.49 2.25 4.51  0.11
H20 1.82 1.98 5.11  0.11
C8 -0.77 2.69 -2.63  -0.67
O8 -1.13 3.42 -3.55  0.03
N5 0.44 2.82 -2.04  0.13
N6 -1.47 1.62 -2.16  0.19
H21 0.73 2.07 -1.41  0.05
H22 1.14 3.39 -2.49  0.12
H23 -2.33 1.25 -2.52  0.10
H24 -1.12 1.08 -1.40  0.05
C9 1.22 -4.35 -1.12  -0.70
O9 1.35 -5.55 -1.38  0.02
N7 2.30 -3.63 -0.72  0.15
N8 0.06 -3.68 -1.32  0.19
H25 3.19 -4.07 -0.85  0.11
H26 2.23 -2.70 -0.33  0.04
H27 -0.67 -4.24 -1.73  0.12
H28 -0.10 -2.79 -0.90  0.05
C10 2.68 3.72 1.13  -0.64
O10 3.31 2.69 0.92  -0.05
N9 1.69 4.13 0.31  0.18
N10 2.95 4.60 2.13  0.18
H29 1.29 5.05 0.37  0.11
H30 1.34 3.54 -0.43  0.05
H31 3.52 4.33 2.91  0.10
H32 2.24 5.30 2.24  0.10
C11 -0.71 -3.75 2.74  -0.68
O11 -1.26 -4.58 3.46  0.02
N11 -1.34 -2.63 2.31  0.16
N12 0.53 -3.87 2.22  0.17
H33 -0.93 -2.05 1.59  0.04
H34 -2.27 -2.40 2.62  0.10
H35 1.11 -4.67 2.42  0.11
H36 0.87 -3.09 1.70  0.05

Values from the calculation:
Highest occupied orbital energy (alpha / beta): -0.353 / -0.353 hartree
Charge: 0
DFT total energy: -2072.60681 Eh
Frontier orbital gap (alpha / beta): 8.353 / 4.855 eV
2S+1: 2
Energy relative to the best compared isomer or geometry (same formula, charge and spin): 0.00 kJ/mol
F_max: 2.635 eV/A

---

(8)
Density functional theory data (ωB97M-V/def2-TZVPD) for the ion C4H8NO2 with charge -1 at a distorted geometry.

Each line ends with the natural charge from an NBO analysis.
Element x y z (Å)
C1 0.32 -0.64 -1.48  -0.76
C2 0.25 -1.58 -0.30  0.69
N1 -0.32 -0.94 0.79  -0.62
C3 -0.89 0.46 0.74  -0.28
C4 0.20 1.62 0.75  -0.06
O1 0.28 2.25 -0.50  -0.96
O2 0.59 -2.80 -0.32  -0.70
H1 -0.21 -1.22 -2.24  0.22
H2 1.40 -0.63 -1.81  0.23
H3 0.22 0.35 -1.26  0.29
H4 -0.25 -1.37 1.67  0.38
H5 -1.33 0.62 -0.27  0.22
H6 -1.67 0.52 1.54  0.17
H7 0.07 2.08 1.68  0.10
H8 1.32 1.27 1.00  0.08

Values from the calculation:
Highest occupied orbital energy: -0.100 hartree
Charge: -1
DFT total energy: -362.41694 Eh
SMILES: CC(=O)NCC[O-]
Frontier orbital gap: 6.775 eV
Energy relative to the best compared isomer or geometry (same formula, charge and spin): 281.67 kJ/mol
F_max: 5.032 eV/A

---

Q: charge of number 1 (C2H5N3)?
A: 0